Record 1
ORCA calculation (ωB97M-V/def2-TZVPD) on a structure of composition C12H34BrClFNO15P4S.

XYZ file:
```
70
Properties=species:S:1:pos:R:3:nbo_charge:R:1
O 2.3154 2.3051 4.6631 -0.927
S 1.2269 2.5146 3.7739 2.541
O 0.1209 3.1683 4.3750 -0.912
F 1.7755 3.3212 2.5682 -0.455
N 0.7329 1.0426 3.2627 -0.966
C -0.3413 1.1229 2.2173 -0.260
C -1.7259 1.1210 2.8885 -0.438
C -2.7794 0.3968 2.0587 -0.417
Br -2.5058 -1.5203 2.2396 -0.022
P 2.0902 -0.0108 2.8239 1.284
O 1.2446 -1.3588 2.5332 -0.985
Cl 2.5917 0.6045 0.9204 -0.311
H -0.2805 0.2459 1.5773 0.238
H -0.2546 2.0225 1.6110 0.214
H -1.6889 0.6757 3.8797 0.227
H -2.0301 2.1608 3.0222 0.226
H -3.7494 0.6371 2.4786 0.226
H -2.7262 0.6740 1.0105 0.226
H 1.3110 -1.9388 3.3029 0.515
C 1.3425 4.9837 6.3085 -0.245
O 1.4513 5.1862 7.7316 -0.819
P 0.7907 6.4957 8.3737 2.506
O 0.1012 7.2281 7.2988 -1.099
O 2.1771 7.1865 8.8380 -0.821
C 3.4776 6.7194 8.5022 -0.240
O 0.0512 6.9816 9.7457 -0.738
C -0.6634 6.0032 10.5227 -0.263
H 1.8665 4.0642 6.0791 0.206
H 0.3089 4.8844 6.0039 0.212
H 1.8233 5.8072 5.7831 0.188
H 3.7012 6.9246 7.4539 0.175
H 3.5927 5.6585 8.7087 0.185
H 4.1838 7.2728 9.1185 0.188
H 0.0092 5.2231 10.8853 0.176
H -1.4643 5.5520 9.9331 0.182
H -1.0976 6.5132 11.3778 0.200
C -1.4980 -1.5642 -4.2894 -0.234
O -2.4006 -2.6679 -4.1504 -0.816
P -3.4002 -2.7029 -2.8732 2.471
O -3.1352 -1.4156 -2.1917 -1.097
O -2.7034 -3.9761 -2.1668 -0.809
C -1.5466 -4.6575 -2.6450 -0.239
O -4.8488 -3.1081 -2.2072 -0.714
C -6.0030 -3.2149 -3.0619 -0.265
H -0.9155 -1.7507 -5.1889 0.188
H -2.0335 -0.6267 -4.4087 0.204
H -0.8244 -1.5073 -3.4384 0.200
H -0.6518 -4.0548 -2.4848 0.181
H -1.6374 -4.9222 -3.6952 0.180
H -1.4541 -5.5722 -2.0633 0.192
H -5.8691 -4.0019 -3.8068 0.174
H -6.2010 -2.2647 -3.5624 0.182
H -6.8537 -3.4697 -2.4366 0.204
C 3.0937 -3.1366 -10.0866 -0.236
O 2.2635 -3.9797 -9.2757 -0.814
P 1.9784 -3.5341 -7.7578 2.505
O 2.6231 -2.2260 -7.5570 -1.096
O 2.7650 -4.7595 -7.0615 -0.819
C 3.5634 -5.7206 -7.7431 -0.240
O 0.8088 -3.5936 -6.6234 -0.742
C -0.5673 -3.6565 -7.0490 -0.272
H 3.1704 -3.6264 -11.0557 0.190
H 2.6505 -2.1540 -10.2209 0.203
H 4.0828 -3.0466 -9.6448 0.197
H 4.5051 -5.2761 -8.0692 0.176
H 3.0394 -6.1539 -8.5909 0.184
H 3.7863 -6.5119 -7.0304 0.192
H -0.7564 -4.5648 -7.6246 0.180
H -0.8187 -2.7795 -7.6500 0.183
H -1.1910 -3.6713 -6.1601 0.208
```

Properties
Strongest force on any atom in eV/Å: 6.32
Spin multiplicity: 1
Calculated total energy in Eh: -6558.7720

***

Record 2
ORCA calculation (ωB97M-V/def2-TZVPD) on the molecule C23H25N3O2.

XYZ file:
```
53
Properties=species:S:1:pos:R:3:nbo_charge:R:1
C 3.3369 5.1703 -0.5799 -0.252
O 3.5522 3.8248 -0.9303 -0.489
C 2.9049 2.8567 -0.2304 0.283
C 2.0242 3.0863 0.8223 -0.308
C 1.4292 2.0117 1.4646 -0.136
C 1.6836 0.7133 1.0739 -0.237
C 2.5532 0.4691 0.0092 -0.163
C 2.8697 -0.8903 -0.5123 0.592
O 3.8307 -1.0812 -1.2265 -0.539
C 1.8992 -1.9951 -0.1656 -0.342
C 2.3921 -3.3624 -0.6408 -0.398
C 1.3338 -4.4278 -0.3647 -0.419
C -0.0079 -4.0142 -0.9837 -0.210
N -0.4635 -2.7040 -0.5587 -0.442
C -0.9849 -2.6734 0.7969 -0.245
C -1.5872 -1.3353 1.1296 -0.037
C -1.3310 -0.7206 2.3486 -0.182
C -1.8858 0.5143 2.6371 -0.215
C -2.6949 1.1550 1.7183 -0.235
C -2.9593 0.5441 0.4954 0.140
N -3.7801 1.1449 -0.4628 -0.173
C -4.3106 2.3942 -0.4633 -0.038
C -5.0477 2.5182 -1.6127 -0.334
C -4.9054 1.2773 -2.2565 -0.038
N -4.1431 0.4690 -1.5567 -0.260
C -2.4076 -0.7001 0.2107 -0.176
C 0.5359 -1.7014 -0.8404 -0.214
C 3.1614 1.5451 -0.6242 -0.152
H 2.2875 5.4562 -0.7061 0.175
H 3.9523 5.7540 -1.2625 0.203
H 3.6487 5.3732 0.4499 0.176
H 1.7979 4.0879 1.1527 0.218
H 0.7515 2.1974 2.2848 0.206
H 1.2112 -0.0932 1.6094 0.215
H 1.7562 -2.0145 0.9190 0.212
H 3.3299 -3.6147 -0.1415 0.217
H 2.5946 -3.3086 -1.7125 0.213
H 1.6460 -5.3844 -0.7856 0.214
H 1.2170 -4.5625 0.7134 0.191
H -0.7813 -4.7473 -0.7417 0.199
H 0.0977 -3.9782 -2.0725 0.194
H -1.7709 -3.4356 0.8516 0.216
H -0.2298 -2.9263 1.5603 0.168
H -0.7033 -1.2095 3.0804 0.203
H -1.6864 0.9836 3.5892 0.214
H -3.1202 2.1151 1.9632 0.212
H -4.1310 3.1010 0.3199 0.218
H -5.6058 3.3692 -1.9448 0.229
H -5.3261 0.9546 -3.1880 0.210
H -2.6170 -1.1625 -0.7399 0.253
H 0.1580 -0.7259 -0.5298 0.221
H 0.6844 -1.6810 -1.9242 0.203
H 3.8414 1.3638 -1.4418 0.236
```

Properties
ΔE to the lowest compared entry with this formula, charge and spin in kJ/mol: 230.3
SMILES: COc1cccc(C(=O)[C@@H]2CCCN(Cc3cccc(-n4cccn4)c3)C2)c1
Strongest force on any atom in eV/Å: 0.96
Spin multiplicity: 1

***

Record 3
ORCA calculation (ωB97M-V/def2-TZVPD) on a structure of composition C39H57N6OS2SiV.

XYZ file:
```
107
Properties=species:S:1:pos:R:3:nbo_charge:R:1
V 0.3718 -0.4208 1.0035 1.204
C -4.0778 3.2188 0.8549 -0.642
C -3.5378 2.2758 -0.1943 -0.016
C -4.1463 1.0354 -0.4077 -0.001
C -5.2323 0.5414 0.5181 -0.643
C -3.7611 0.2489 -1.4990 -0.040
C -4.5548 -0.9819 -1.8666 -0.640
C -2.6977 0.6520 -2.3060 0.063
C -2.2670 -0.2101 -3.4635 -0.667
C -2.0592 1.8733 -2.0711 -0.057
C -0.9799 2.3267 -3.0203 -0.626
C -2.4792 2.6869 -1.0150 -0.009
C -1.8308 4.0324 -0.7809 -0.646
H -3.5147 3.1749 1.7896 0.220
H -5.1166 3.0042 1.0898 0.224
H -4.0432 4.2493 0.5052 0.222
H -6.2332 0.7266 0.1200 0.225
H -5.1801 1.0165 1.4935 0.221
H -5.1463 -0.5323 0.6831 0.216
H -4.0634 -1.9144 -1.5768 0.205
H -4.7113 -1.0318 -2.9444 0.223
H -5.5373 -0.9796 -1.4043 0.227
H -2.7629 0.0801 -4.3951 0.226
H -2.4965 -1.2602 -3.2909 0.216
H -1.1951 -0.1317 -3.6357 0.211
H -0.0382 1.7927 -2.8556 0.195
H -0.7704 3.3885 -2.9356 0.226
H -1.2685 2.1411 -4.0551 0.217
H -2.2637 4.8055 -1.4210 0.228
H -0.7625 4.0097 -0.9897 0.205
H -1.9440 4.3638 0.2471 0.226
C 0.8313 -4.1327 1.4379 -0.632
C -0.0069 -3.3394 2.3969 0.262
C -0.6653 -3.9380 3.4520 -0.319
C -1.4252 -3.1346 4.3037 -0.111
C -1.5324 -1.7807 4.0948 -0.332
C -0.8459 -1.2103 3.0044 0.404
N -0.0879 -2.0187 2.1991 -0.653
N -0.8215 0.0783 2.5922 -1.173
Si -1.2901 1.4139 3.5992 1.808
C -0.8502 2.9613 2.6439 -1.130
C -0.3465 1.3809 5.2144 -1.133
C -3.1234 1.3974 3.9808 -1.136
H 1.7644 -4.4444 1.9092 0.241
H 1.0933 -3.5532 0.5526 0.216
H 0.3002 -5.0327 1.1271 0.227
H -0.5886 -5.0043 3.6040 0.225
H -1.9500 -3.5874 5.1353 0.224
H -2.1398 -1.1620 4.7368 0.228
H 0.1677 3.2859 2.8654 0.229
H -1.5109 3.7901 2.9009 0.247
H -0.9370 2.7955 1.5682 0.236
H 0.6963 1.6686 5.0714 0.228
H -0.3588 0.3881 5.6681 0.241
H -0.7845 2.0731 5.9357 0.247
H -3.7013 1.0502 3.1232 0.238
H -3.4682 2.4024 4.2336 0.242
H -3.3659 0.7559 4.8288 0.238
C -1.6829 -3.3764 -1.2473 -0.256
C -1.5669 -2.2769 -0.4202 0.071
N -0.5760 -1.3846 -0.5569 -0.564
C 0.2847 -1.5370 -1.5709 0.030
C 0.3095 -2.6570 -2.3929 -0.052
C -0.7053 -3.5919 -2.2062 -0.075
C 1.4378 -2.9745 -3.2904 -0.180
C 2.2172 -2.1733 -4.0085 -0.209
C 2.0858 -0.7142 -4.2486 0.206
C 1.1555 -0.1930 -5.1322 -0.291
C 1.2136 1.1680 -5.3808 0.095
N 2.0919 1.9674 -4.7847 -0.432
C 2.9247 1.3764 -3.9426 0.259
N 2.9857 0.0800 -3.6493 -0.499
H -2.4931 -4.0762 -1.0991 0.241
H -2.2489 -2.1036 0.4031 0.228
H 1.0406 -0.7674 -1.6851 0.226
H -0.7224 -4.4923 -2.8072 0.221
H 1.6935 -4.0288 -3.2924 0.224
H 3.0708 -2.6232 -4.5048 0.233
H 0.4399 -0.8306 -5.6296 0.241
H 0.5351 1.6335 -6.0854 0.212
H 3.6425 2.0186 -3.4431 0.184
C 1.4591 1.8815 -0.2363 -0.603
C 2.2651 2.0117 1.0393 -0.054
O 2.0820 0.8143 1.7848 -0.592
C 2.8771 0.7628 2.9777 -0.050
C 2.6184 -0.5332 3.7000 -0.625
H 1.2882 2.8527 -0.6983 0.254
H 0.4413 1.5068 -0.0202 0.176
H 1.9564 1.2262 -0.9532 0.230
H 1.9278 2.8642 1.6358 0.193
H 3.3307 2.1421 0.8207 0.192
H 2.6142 1.6244 3.6029 0.182
H 3.9265 0.8625 2.6785 0.187
H 1.5721 -0.6124 3.9942 0.223
H 3.2240 -0.5665 4.6055 0.232
H 2.8769 -1.3870 3.0728 0.232
S 3.2239 -1.6191 -0.0003 -0.178
C 4.8070 -1.3101 -0.4200 -0.033
N 5.2607 -1.0618 -1.6435 -0.584
C 6.6398 -0.6102 -1.7587 -0.224
C 7.3640 -1.1753 -0.5369 -0.540
S 6.0935 -1.2911 0.7562 0.335
H 4.5790 -0.9212 -2.3962 0.453
H 6.6758 0.4838 -1.7695 0.201
H 7.0780 -0.9821 -2.6839 0.225
H 8.1658 -0.5226 -0.2020 0.247
H 7.7663 -2.1684 -0.7301 0.230
```

Properties
ΔE to the lowest compared entry with this formula, charge and spin in kJ/mol: 10.0
Total charge: +1
Strongest force on any atom in eV/Å: 1.61
Spin multiplicity: 4

***

Record 4
ORCA calculation (ωB97M-V/def2-TZVPD) on a structure of composition C16H40Cl2O16P3Pb.

XYZ file:
```
78
Properties=species:S:1:pos:R:3:lowdin_spin:R:1
Pb 2.1832 -2.4654 1.4968 0.691
C -1.1388 0.4230 1.1360 0.001
C 0.0649 -0.4117 1.5694 0.019
O -0.1517 -1.6197 1.8024 0.033
O 1.2836 0.0391 1.3851 0.051
H -2.0943 -0.0410 1.3806 0.000
H -1.1788 0.5912 0.0598 0.000
H -1.2485 1.3751 1.6553 0.000
C -2.0511 -2.9858 4.1600 0.000
Cl -1.6469 -1.5362 5.2137 0.002
Cl -2.5885 -4.4486 5.0854 0.000
H -2.8197 -2.5901 3.4960 0.000
H -1.1542 -3.2652 3.6072 0.001
C 4.4924 1.2945 1.6863 0.006
O 5.5247 0.6514 0.9425 0.002
P 5.0503 -0.3291 -0.2254 0.004
O 4.1145 -1.3507 0.2631 0.043
O 4.4516 0.6791 -1.3618 0.001
C 3.0310 0.6285 -1.6813 0.000
O 6.4600 -0.9208 -0.8902 0.001
C 7.1199 -2.0907 -0.4983 0.000
H 3.9305 0.5270 2.2185 0.015
H 3.8347 1.7840 0.9680 0.000
H 4.9871 1.9836 2.3708 0.000
H 2.4886 -0.1385 -1.1285 0.001
H 2.9316 0.2602 -2.7024 0.000
H 2.6266 1.6063 -1.4198 0.000
H 7.6789 -2.4900 -1.3446 0.000
H 6.3749 -2.8475 -0.2528 0.000
H 7.8384 -1.9858 0.3147 0.000
C -4.5488 -1.5621 0.0210 0.000
O -4.5752 -0.3347 0.6776 0.000
P -4.5758 0.9962 -0.2227 0.000
O -3.5539 1.1120 -1.3145 0.000
O -6.0647 1.1468 -0.8721 0.000
C -6.3873 2.4067 -1.4887 0.000
O -4.6017 2.1751 0.8124 0.000
C -5.2361 1.9975 2.0454 0.000
H -3.9635 -1.5144 -0.8973 0.000
H -5.5676 -1.8979 -0.1722 0.000
H -3.9052 -2.2129 0.6129 0.000
H -6.0181 3.3894 -1.1950 0.000
H -7.4469 2.5461 -1.2743 0.000
H -6.0680 2.2788 -2.5231 0.000
H -4.6199 1.4231 2.7371 0.000
H -6.2392 1.5809 1.9542 0.000
H -5.2979 2.9510 2.5701 0.000
C 0.9081 -1.6953 -4.7090 0.001
O 1.3055 -1.5836 -3.4181 0.004
P 1.1400 -2.7604 -2.3756 0.016
O 1.5438 -2.4393 -0.9511 0.086
O -0.4495 -3.2428 -2.5123 0.004
C -1.5197 -2.3631 -1.9481 0.001
O 2.0302 -3.9680 -3.1085 0.004
C 3.4364 -4.3238 -2.6150 0.005
H 1.7124 -1.2388 -5.2859 0.000
H -0.0223 -1.1468 -4.8559 0.000
H 0.5540 -2.6465 -5.1065 0.000
H -2.4381 -2.9204 -1.7635 0.000
H -1.7900 -1.5562 -2.6291 0.000
H -1.2061 -1.9861 -0.9746 0.001
H 3.8513 -3.7418 -1.7921 0.003
H 4.0378 -4.3851 -3.5220 0.000
H 3.3249 -5.3241 -2.1964 0.001
O 1.9654 3.9325 2.0158 0.000
C 0.8848 3.4114 2.2511 0.000
O -0.2659 3.7026 1.6708 0.000
C -0.3258 4.6417 0.6328 0.000
C -0.3641 3.8342 -0.6877 0.000
C 0.5724 2.5892 3.4666 0.000
H 0.5864 5.2172 0.4748 0.000
H -1.3272 5.0720 0.6224 0.000
H -1.2365 3.1808 -0.6824 0.000
H 0.4213 3.1009 -0.8708 0.000
H -0.6439 4.4720 -1.5262 0.000
H 0.9923 3.2407 4.2330 0.000
H 1.0614 1.6238 3.5964 0.000
H -0.4642 2.4956 3.7904 0.000
```

Properties
Strongest force on any atom in eV/Å: 3.59
Spin multiplicity: 2
Calculated total energy in Eh: -3974.9623

***

Record 5
ORCA calculation (ωB97M-V/def2-TZVPD) on a structure of composition C4H7NO.

XYZ file:
```
13
Properties=species:S:1:pos:R:3:nbo_charge:R:1
O 2.3890 -0.7097 -0.3670 -0.568
N 1.6704 0.4635 -0.1802 -0.128
C 0.4392 0.2136 0.0008 0.220
C -0.3167 -1.0791 -0.0591 -0.570
C -1.7360 -0.5113 -0.2183 -0.236
C -0.5854 1.2896 0.1899 -0.529
H 3.2830 -0.3881 -0.5396 0.479
H 0.0052 -1.6903 -0.9102 0.237
H -0.1546 -1.6649 0.8561 0.225
H -1.5426 0.8450 -0.4161 0.244
H -2.2168 -0.4858 0.7752 0.141
H -0.4039 2.2155 -0.3635 0.249
H -0.8307 1.5020 1.2320 0.235
```

Properties
ΔE to the lowest compared entry with this formula, charge and spin in kJ/mol: 632.1
Strongest force on any atom in eV/Å: 0.65
Spin multiplicity: 1

***

Record 6
ORCA calculation (ωB97M-V/def2-TZVPD) on the molecule C10H10Br2F2O.

XYZ file:
```
25
Properties=species:S:1:pos:R:3:nbo_charge:R:1
C -1.3231 -2.1378 2.3392 -0.399
C -0.1244 -2.2656 1.8080 -0.152
C 0.1289 -2.4674 0.3635 -0.496
C 0.7958 -1.2519 -0.2267 0.212
O -0.0668 -0.2489 -0.5575 -0.495
C 0.4346 0.9943 -0.7742 0.288
C 0.0489 1.8390 -1.9545 -0.524
C -1.0870 2.6778 -1.6275 -0.166
C -2.0823 2.2429 -0.9003 -0.376
C 0.8102 1.7109 0.5748 0.161
F 0.9428 0.8503 1.6538 -0.337
Br 1.6501 3.3091 0.5750 0.139
C 2.1171 -1.0927 -0.2983 0.273
F 2.8093 -0.1179 -0.8896 -0.311
Br 3.3780 -2.4609 0.3101 0.013
H -1.3347 -2.0889 3.3692 0.193
H -2.2975 -2.3230 1.9115 0.198
H 0.7762 -2.4666 2.4816 0.209
H -0.8719 -2.5110 -0.0800 0.238
H 0.8589 -3.3589 0.3301 0.254
H 0.8322 2.3896 -2.3112 0.234
H -0.2857 1.1300 -2.6760 0.243
H -1.0911 3.5287 -2.2555 0.201
H -3.0437 2.7473 -0.8505 0.203
H -1.9751 1.3715 -0.3151 0.196
```

Properties
SMILES: C=CC/C(O/C(CC=C)=C(\F)Br)=C(/F)Br
Strongest force on any atom in eV/Å: 8.24
Spin multiplicity: 1
Calculated total energy in Eh: -5809.8332

***

What is the formula in the second record? C23H25N3O2